1.
{"formula": "CCl3O2", "method": "wB97M-V/def2-TZVPD", "symbols": ["C", "Cl", "Cl", "Cl", "O", "O"], "positions_angstrom": [[0.3679, -0.3727, 0.8642], [-1.0861, -1.1837, 1.7439], [1.0849, 0.9216, 1.8451], [1.6234, -1.5769, 0.5093], [-0.2066, 0.1427, -0.3601], [0.7069, 0.7123, -1.0400]], "atomic_forces_ev_per_a": [[4.82, 2.64, -2.42], [-4.64, -2.74, 2.69], [-0.30, 0.00, -0.26], [-0.43, -0.05, -0.02], [-0.45, -0.89, 1.54], [1.00, 1.04, -1.53]], "e_above_lowest_kcal_mol": 107.6, "gap_ev": [7.3, 5.5], "spin_multiplicity": 4, "homo_energy_ha": [-0.246, -0.404], "lumo_energy_ev": [0.625, -5.446], "charge": 0, "total_energy_ev": -42689.067, "mol_weight_da": 150.368}

=====

2.
{"formula": "C5H9Br2N4", "method": "wB97M-V/def2-TZVPD", "symbols": ["C", "C", "C", "C", "C", "N", "N", "N", "N", "Br", "Br", "H", "H", "H", "H", "H", "H", "H", "H", "H"], "positions_angstrom": [[-0.4036, -0.3314, 0.0586], [-2.7954, -0.6161, -0.0436], [-1.5831, -0.6248, -0.8489], [3.0797, 0.1735, -0.4516], [2.0311, -0.2201, 0.4360], [-0.6749, 0.3391, 1.1865], [-3.0316, 0.1839, 0.9217], [0.8301, -0.6093, -0.2712], [-1.8432, 0.9453, 1.3286], [-4.1297, -1.8649, -0.4338], [-2.1629, 3.0136, 0.1023], [-1.5710, 0.3286, -1.6179], [-1.2338, -1.4464, -1.3890], [3.3889, -0.7411, -1.0372], [2.7347, 0.9336, -1.1606], [4.0688, 0.4720, -0.0323], [2.4327, -0.9834, 1.0288], [1.6824, 0.7053, 0.9909], [1.1384, -1.1676, -1.0453], [-1.9575, 1.5102, 2.2783]], "atomic_forces_ev_per_a": [[-2.01, 1.43, 0.87], [-1.26, -0.27, 0.20], [2.53, 3.69, -1.12], [2.82, -0.38, -3.43], [-2.08, 3.21, 2.53], [1.61, 0.92, 0.29], [1.00, 1.15, 0.73], [1.00, -0.80, -0.04], [-0.58, -3.04, 2.04], [0.07, 0.19, -0.07], [-0.42, 1.95, -1.29], [-0.34, -2.22, 1.69], [-0.74, -1.71, -1.16], [-0.28, 0.82, 0.04], [0.33, -0.02, 0.03], [-1.14, 0.05, 0.29], [-0.21, -1.19, 1.52], [0.69, -1.39, 0.22], [-1.12, -0.44, -0.76], [0.12, -1.94, -2.58]], "e_above_lowest_kcal_mol": 3.6, "gap_ev": [9.2, 6.1], "spin_multiplicity": 3, "homo_energy_ha": [-0.466, -0.508], "lumo_energy_ev": [-3.462, -7.679], "charge": 1, "total_energy_ev": -151364.286, "mol_weight_da": 284.963}